Entry 1:
C23H43Cl2FO12P2S | ωB97M-V/def2-TZVPD

Each line ends with the Löwdin charge.
Cartesian coordinates (Å):
C 7.748 -0.775 -0.869  0.110
C 7.388 -1.018 -1.988  -0.119
C 7.114 -1.458 -3.405  -0.112
C 6.898 -0.249 -4.370  -0.356
C 8.004 -0.512 -5.481  -0.115
C 9.413 -0.198 -4.954  -0.158
C 10.014 0.982 -5.004  0.020
O 7.167 1.090 -3.877  -0.120
S 6.574 2.086 -5.028  0.694
O 7.486 2.493 -6.039  -0.214
O 5.748 3.122 -4.529  -0.193
O 5.579 0.997 -5.843  -0.099
C 5.472 -0.108 -4.955  -0.497
F 5.195 -1.337 -5.499  0.097
C 4.299 0.287 -4.025  -0.533
Cl 3.949 -0.965 -2.747  0.719
C 2.956 0.518 -4.827  -0.700
C 2.080 -0.762 -4.934  -0.167
Cl 2.041 1.885 -4.067  0.633
H 8.079 -0.906 0.151  0.039
H 6.219 -2.099 -3.378  0.091
H 7.951 -2.103 -3.716  0.121
H 8.013 -1.581 -5.772  0.126
H 7.796 0.037 -6.417  0.120
H 9.972 -1.026 -4.491  0.106
H 10.936 1.115 -4.418  0.070
H 9.675 1.844 -5.587  0.058
H 4.469 1.217 -3.459  0.084
H 3.154 0.825 -5.867  0.103
H 1.422 -0.679 -5.823  0.083
H 2.696 -1.664 -5.094  0.066
H 1.408 -0.851 -4.067  0.065
C -0.791 0.035 3.261  -0.079
C -1.460 0.066 1.905  -0.285
O -1.503 1.393 1.381  -0.222
P -0.118 2.047 0.776  0.651
O 0.064 1.205 -0.456  -0.215
O -0.728 3.379 0.009  -0.252
C -0.189 3.787 -1.250  -0.292
C -1.196 3.501 -2.347  -0.079
O 0.153 2.945 2.145  -0.234
C -0.539 4.144 2.499  -0.273
C -1.979 3.928 2.905  -0.073
H 0.262 0.324 3.184  0.071
H -0.845 -0.966 3.692  0.078
H -1.269 0.740 3.942  0.074
H -0.951 -0.602 1.204  0.108
H -2.491 -0.276 2.001  0.110
H 0.764 3.295 -1.452  0.088
H 0.004 4.862 -1.196  0.116
H -1.495 2.453 -2.349  0.076
H -0.785 3.747 -3.329  0.069
H -2.102 4.090 -2.190  0.075
H -0.451 4.898 1.719  0.111
H 0.004 4.546 3.359  0.119
H -2.600 3.667 2.048  0.073
H -2.384 4.842 3.345  0.081
H -2.063 3.121 3.635  0.072
C -7.864 0.213 2.974  -0.080
C -6.971 0.037 4.190  -0.288
O -6.835 -1.336 4.547  -0.238
P -5.858 -2.303 3.624  0.684
O -4.552 -1.688 4.089  -0.213
O -5.771 -3.613 4.628  -0.252
C -4.539 -4.323 4.774  -0.292
C -3.954 -4.055 6.146  -0.076
O -7.199 -2.936 2.871  -0.243
C -8.102 -3.886 3.446  -0.270
C -8.969 -3.325 4.551  -0.072
H -7.412 -0.243 2.089  0.071
H -8.032 1.271 2.770  0.078
H -8.828 -0.274 3.130  0.070
H -5.986 0.481 4.015  0.105
H -7.413 0.546 5.048  0.119
H -3.832 -4.054 3.988  0.103
H -4.757 -5.389 4.666  0.115
H -3.834 -2.986 6.323  0.074
H -2.981 -4.538 6.256  0.077
H -4.623 -4.433 6.922  0.077
H -7.580 -4.787 3.764  0.111
H -8.752 -4.197 2.624  0.119
H -8.390 -3.135 5.454  0.074
H -9.757 -4.038 4.803  0.083
H -9.431 -2.386 4.247  0.071

Output
**SMILES**: C#CC[C@]1(CC=C)OS(=O)(=O)O[C@]1(F)[C@H](Cl)[C@@H](C)Cl.CCOP(=O)(OCC)OCC.CCOP(=O)(OCC)OCC
**LUMO level**: -0.04982 Ha
**Kohn-Sham gap**: 0.3154 Ha
**HOMO energy**: -9.9 eV

Entry 2:
C23H30F5KN3O4PS | ωB97M-V/def2-TZVPD

Each line ends with the Löwdin charge.
Cartesian coordinates (Å):
K -1.648 1.344 -0.914  0.729
O 2.799 6.172 -1.728  0.061
C 1.657 5.940 -2.476  -0.466
O 1.192 6.846 -3.094  0.126
C 1.233 4.522 -2.441  -0.082
C 2.120 3.470 -2.574  -0.053
N 1.393 2.346 -2.530  0.019
N 0.098 2.590 -2.326  0.029
C -0.044 3.903 -2.271  -0.118
C -1.447 4.468 -1.939  -0.657
O -1.694 5.602 -2.351  0.003
O -2.160 3.657 -1.283  -0.190
H 2.948 5.400 -1.168  0.090
H 3.185 3.458 -2.740  0.124
H 1.706 1.389 -2.530  0.156
F -5.552 1.739 -2.039  0.089
C -4.562 1.030 -2.614  -0.184
C -3.726 1.604 -3.552  -0.184
F -3.921 2.877 -3.909  0.116
C -2.721 0.853 -4.140  -0.276
F -1.960 1.472 -5.052  0.058
C -2.491 -0.510 -3.858  -0.698
S -1.268 -1.436 -4.611  0.429
C -3.386 -1.045 -2.911  -0.280
F -3.314 -2.347 -2.585  0.042
C -4.383 -0.304 -2.300  -0.176
F -5.210 -0.883 -1.403  0.080
C -0.191 -3.833 1.648  -0.098
C -0.610 -2.499 1.029  -0.588
C -1.982 -2.107 1.603  -0.107
C -0.853 -2.691 -0.482  -0.106
P 0.560 -0.966 1.219  0.717
N 0.252 0.175 0.273  -0.406
C 0.471 -0.433 3.088  -0.596
C -0.735 0.515 3.219  -0.117
C 0.403 -1.505 4.175  -0.101
C 1.699 0.452 3.345  -0.123
C 2.366 -1.650 1.001  -0.596
C 3.246 -0.416 0.728  -0.129
C 2.991 -2.483 2.119  -0.103
C 2.396 -2.468 -0.300  -0.113
H -1.004 -4.557 1.505  0.080
H 0.004 -3.760 2.717  0.054
H 0.695 -4.247 1.168  0.051
H -2.734 -2.835 1.279  0.079
H -2.286 -1.126 1.234  0.070
H -1.987 -2.093 2.692  0.050
H -1.795 -3.223 -0.650  0.073
H -0.069 -3.267 -0.969  0.063
H -0.912 -1.725 -0.986  0.051
H -1.686 -0.012 3.263  0.056
H -0.750 1.192 2.362  0.057
H -0.643 1.107 4.139  0.072
H -0.526 -2.073 4.137  0.053
H 0.446 -1.018 5.160  0.076
H 1.234 -2.208 4.117  0.054
H 1.805 1.184 2.541  0.077
H 2.619 -0.128 3.423  0.043
H 1.571 0.993 4.292  0.074
H 3.561 0.087 1.643  0.050
H 2.676 0.294 0.119  0.047
H 4.153 -0.714 0.186  0.069
H 3.127 -1.910 3.037  0.048
H 3.986 -2.823 1.799  0.077
H 2.401 -3.368 2.355  0.056
H 1.888 -1.931 -1.105  0.080
H 1.930 -3.444 -0.184  0.049
H 3.437 -2.639 -0.601  0.072

Output
**LUMO level**: 0.15251 Ha
**Kohn-Sham gap**: 0.2158 Ha
**Charge**: -2
**HOMO energy**: -1.7 eV

Entry 3:
C31H47AsHfN3OPS | ωB97M-V/def2-TZVPD

Each line ends with the Löwdin charge.
Cartesian coordinates (Å):
Hf 14.554 13.034 7.493  1.476
N 21.743 12.812 7.310  0.191
C 22.939 12.956 6.691  -0.105
C 24.306 12.709 7.025  0.042
C 25.193 12.833 5.968  0.009
C 24.794 13.253 4.664  -0.025
C 23.509 13.623 4.331  0.044
C 22.569 13.310 5.342  -0.226
N 21.284 13.383 5.194  0.211
C 20.726 13.127 6.388  -0.229
C 19.320 13.109 6.588  -0.051
C 18.552 12.921 7.793  0.029
C 17.187 12.941 7.738  -0.238
N 16.435 13.133 6.621  -0.183
C 17.113 13.373 5.476  -0.091
C 18.480 13.366 5.425  0.056
H 21.657 12.527 8.267  0.171
H 24.634 12.384 7.991  0.119
H 26.242 12.682 6.077  0.124
H 25.636 13.468 3.977  0.138
H 23.212 13.978 3.305  0.155
H 18.992 12.779 8.751  0.120
H 16.755 12.704 8.744  0.097
H 16.536 13.616 4.617  0.124
H 18.904 13.500 4.432  0.137
C 10.540 14.893 3.721  -0.081
C 11.975 14.360 4.009  -0.328
S 11.815 13.555 5.594  1.089
O 13.236 13.165 6.143  -0.700
C 10.926 11.962 5.252  -0.304
C 11.564 11.052 4.208  -0.072
H 10.577 15.426 2.779  0.107
H 10.169 15.601 4.478  0.104
H 9.826 14.138 3.456  0.081
H 12.654 15.127 4.218  0.058
H 12.293 13.698 3.201  0.115
H 10.004 12.418 4.921  0.090
H 10.763 11.492 6.236  0.101
H 11.557 11.571 3.264  0.079
H 10.997 10.120 4.115  0.115
H 12.580 10.829 4.507  0.073
C 13.133 16.303 11.339  -0.105
C 13.282 15.056 10.453  -0.389
P 14.452 15.290 9.049  0.863
C 13.840 16.601 8.004  -0.380
C 14.376 16.508 6.592  -0.135
C 16.071 15.784 9.673  -0.385
C 16.975 16.387 8.663  -0.136
H 12.153 16.141 11.905  0.128
H 13.121 17.200 10.724  0.073
H 13.930 16.380 12.055  0.078
H 12.295 14.719 10.063  0.095
H 13.725 14.248 11.055  0.077
H 14.101 17.548 8.457  0.107
H 12.750 16.557 8.003  0.106
H 15.336 15.965 6.605  0.042
H 14.427 17.465 6.089  0.108
H 13.731 15.918 5.932  0.038
H 16.595 14.989 10.220  0.102
H 15.831 16.547 10.399  0.100
H 17.157 15.749 7.801  0.047
H 17.940 16.622 9.125  0.108
H 16.519 17.332 8.217  0.115
C 15.089 9.085 8.016  -0.241
As 14.124 10.587 8.718  1.038
C 12.369 9.982 9.000  -0.260
C 14.840 10.850 10.628  -0.249
C 15.288 9.512 11.096  -0.342
C 16.605 9.064 10.827  -0.072
C 16.955 7.730 11.001  -0.040
C 15.978 6.839 11.494  -0.021
C 14.733 7.339 11.888  -0.034
C 14.371 8.640 11.639  -0.068
H 14.754 8.209 8.582  0.066
H 16.169 9.283 8.214  0.052
H 14.836 8.940 6.955  0.051
H 12.484 9.250 9.794  0.046
H 12.094 9.466 8.075  0.054
H 11.691 10.792 9.176  0.036
H 14.013 11.294 11.140  0.070
H 15.573 11.654 10.565  0.048
H 17.334 9.742 10.408  0.103
H 17.965 7.377 10.768  0.125
H 16.221 5.784 11.573  0.125
H 14.035 6.613 12.267  0.123
H 13.454 9.030 11.992  0.114

Output
**LUMO level (spin up / spin down)**: -0.44825 / -0.44838 Ha
**Kohn-Sham gap (spin up / spin down)**: 0.1844 / 0.1826 Ha
**Charge**: +4
**HOMO energy (spin up / spin down)**: -17.2 / -17.2 eV

Entry 4:
C59H55N3O7S3TeTi | ωB97M-V/def2-TZVPD

Each line ends with the Löwdin charge.
Cartesian coordinates (Å):
Ti -0.094 0.970 0.696  0.894
O 3.386 2.655 -2.106  0.087
C 2.687 1.700 -1.432  -0.471
O 3.065 1.256 -0.391  0.132
C 1.460 1.267 -2.185  -0.221
C 1.483 1.310 -3.559  -0.022
C 0.367 0.826 -4.288  -0.059
C -0.686 0.312 -3.601  0.000
C -0.650 0.297 -2.184  -0.227
N 0.416 0.812 -1.467  0.085
C -1.663 -0.265 -1.391  -0.547
O -2.738 -0.809 -2.002  0.094
O -1.612 -0.268 -0.127  -0.122
H 4.165 2.819 -1.555  0.125
H 2.354 1.700 -4.061  0.108
H 0.367 0.855 -5.370  0.102
H -1.561 -0.085 -4.098  0.119
H -3.268 -1.204 -1.295  0.121
S -2.170 3.431 2.872  0.513
C -1.827 1.832 3.277  -1.136
N -1.380 0.824 2.525  -0.065
C -1.372 -0.392 3.225  -0.306
C -1.054 -1.649 2.706  -0.036
C -1.019 -2.748 3.546  -0.071
C -1.317 -2.626 4.902  -0.100
C -1.680 -1.398 5.425  -0.102
C -1.720 -0.298 4.579  -0.493
S -2.168 1.334 4.936  0.975
H -0.830 -1.750 1.655  0.046
H -0.750 -3.716 3.141  0.091
H -1.269 -3.493 5.548  0.095
H -1.926 -1.292 6.474  0.101
C -0.012 9.776 0.557  -0.049
C 1.073 10.619 1.171  -0.747
O 1.055 11.823 1.176  -0.014
S 2.462 9.808 1.953  1.010
C 2.115 8.080 1.749  -0.578
C 1.313 7.410 2.669  -0.102
C 1.020 6.069 2.498  -0.014
C 1.538 5.365 1.403  -0.239
C 2.362 6.040 0.497  -0.027
C 2.648 7.383 0.669  -0.111
C 1.204 3.991 1.223  -0.108
C 0.811 2.851 1.059  -0.057
H -0.575 9.278 1.348  0.089
H 0.396 8.996 -0.083  0.078
H -0.673 10.434 -0.003  0.083
H 0.909 7.951 3.516  0.108
H 0.374 5.544 3.190  0.104
H 2.770 5.496 -0.346  0.110
H 3.283 7.902 -0.039  0.103
C -4.553 3.384 -5.805  -0.052
C -4.086 3.251 -4.381  -0.260
C -2.827 3.696 -4.003  -0.006
C -2.350 3.539 -2.706  -0.181
C -0.976 4.039 -2.352  -0.009
C -3.196 2.944 -1.762  -0.095
C -2.757 2.735 -0.369  -0.163
O -1.638 2.393 -0.064  -0.078
C -4.483 2.511 -2.111  -0.205
C -5.393 1.861 -1.100  -0.034
C -4.903 2.658 -3.424  -0.010
H -3.978 4.138 -6.340  0.073
H -5.608 3.658 -5.851  0.076
H -4.437 2.437 -6.337  0.083
H -2.187 4.170 -4.739  0.116
H -0.569 4.631 -3.171  0.083
H -0.297 3.214 -2.147  0.065
H -0.991 4.650 -1.448  0.095
H -3.493 2.880 0.438  0.104
H -4.895 1.055 -0.560  0.081
H -6.269 1.445 -1.595  0.076
H -5.739 2.582 -0.355  0.091
H -5.887 2.300 -3.708  0.116
C 4.219 -5.853 -4.970  -0.060
C 3.268 -5.185 -4.014  -0.277
C 2.025 -5.734 -3.738  -0.027
C 1.142 -5.148 -2.833  -0.296
C -0.200 -5.796 -2.625  -0.066
C 1.535 -3.981 -2.167  -0.411
Te 0.323 -3.017 -0.727  1.593
N 1.083 -0.077 1.339  -0.040
C 2.035 -0.746 2.033  -0.509
O 2.792 -1.588 1.569  0.022
C 2.039 -0.435 3.509  -0.138
C 2.419 -1.428 4.405  -0.028
C 2.399 -1.182 5.768  -0.091
C 2.025 0.071 6.241  -0.099
C 1.668 1.072 5.349  -0.080
C 1.667 0.820 3.984  -0.023
C -0.099 -4.708 0.472  -0.415
C 0.971 -5.408 1.050  -0.290
C 2.407 -5.031 0.811  -0.058
C 0.695 -6.486 1.888  -0.019
C -0.604 -6.864 2.197  -0.275
C -0.882 -7.997 3.147  -0.056
C -1.645 -6.142 1.633  -0.033
C -1.419 -5.071 0.772  -0.326
C -2.632 -4.349 0.245  -0.077
C 2.774 -3.389 -2.452  -0.306
C 3.203 -2.093 -1.817  -0.076
C 3.616 -4.004 -3.372  -0.021
H 3.689 -6.514 -5.657  0.070
H 4.954 -6.456 -4.431  0.079
H 4.768 -5.118 -5.559  0.073
H 1.720 -6.642 -4.250  0.110
H -0.424 -6.472 -3.451  0.073
H -0.989 -5.044 -2.559  0.060
H -0.231 -6.371 -1.698  0.079
H 2.713 -2.393 4.011  0.113
H 2.672 -1.965 6.465  0.095
H 2.011 0.265 7.307  0.094
H 1.376 2.049 5.712  0.102
H 1.382 1.596 3.283  0.087
H 2.552 -3.950 0.897  0.044
H 2.733 -5.323 -0.190  0.079
H 3.052 -5.526 1.537  0.078
H 1.524 -7.028 2.330  0.112
H 0.010 -8.601 3.311  0.071
H -1.670 -8.648 2.768  0.075
H -1.210 -7.617 4.117  0.080
H -2.670 -6.414 1.868  0.120
H -3.063 -3.717 1.026  0.085
H -3.394 -5.066 -0.068  0.079
H -2.386 -3.713 -0.604  0.012
H 3.050 -2.075 -0.735  0.032
H 2.623 -1.259 -2.225  0.071
H 4.255 -1.897 -2.026  0.082
H 4.575 -3.543 -3.590  0.114

Output
**LUMO level (spin up / spin down)**: 0.07105 / 0.06743 Ha
**Kohn-Sham gap (spin up / spin down)**: 0.2187 / 0.2415 Ha
**2S+1**: 2
**Charge**: -1
**HOMO energy (spin up / spin down)**: -4.0 / -4.7 eV

Entry 5:
C22H65N2O14 | ωB97M-V/def2-TZVPD

Each line ends with the Löwdin charge.
Cartesian coordinates (Å):
C 4.277 0.918 0.691  -0.076
C 3.294 0.025 -0.166  -0.219
C 3.070 -1.374 0.479  -0.126
C 1.672 -2.027 0.225  -0.281
C 1.753 -3.544 -0.113  -0.015
N 0.821 -1.297 -0.736  0.046
C 0.764 -1.514 -2.122  0.018
C -0.145 -0.622 -2.610  -0.021
N -0.651 0.126 -1.551  0.180
C -0.036 -0.326 -0.456  -0.225
C -0.241 0.226 0.947  0.042
C -1.690 0.122 1.477  -0.442
O -2.141 1.072 2.061  0.146
O -2.466 -1.016 1.340  0.086
H 3.722 1.820 1.011  0.071
H 5.114 1.268 0.070  0.073
H 4.584 0.377 1.599  0.069
H 2.382 0.634 -0.295  0.087
H 3.693 -0.141 -1.186  0.102
H 3.217 -1.304 1.570  0.100
H 3.830 -2.058 0.059  0.124
H 1.122 -1.995 1.201  0.113
H 2.308 -3.997 0.728  0.090
H 2.225 -3.740 -1.087  0.056
H 0.737 -3.984 -0.056  0.094
H 1.346 -2.219 -2.715  0.115
H -0.446 -0.504 -3.649  0.137
H -1.337 0.870 -1.563  0.189
H 0.027 1.302 0.937  0.136
H 0.424 -0.232 1.700  0.131
H -2.330 -1.520 2.162  0.116
C 0.059 -4.147 -4.704  -0.107
O 0.629 -4.196 -3.389  -0.172
H 0.021 -3.108 -5.025  0.078
H 0.676 -4.716 -5.402  0.088
H -0.952 -4.557 -4.687  0.087
H 0.653 -5.122 -3.122  0.093
C -0.546 4.833 0.521  -0.151
O -0.439 4.065 1.716  -0.129
H 0.136 5.677 0.591  0.083
H -0.275 4.223 -0.347  0.065
H -1.567 5.206 0.404  0.080
H -1.049 3.324 1.637  0.035
C 4.076 -4.040 -3.451  -0.145
O 3.437 -5.065 -4.203  -0.117
H 5.132 -4.031 -3.700  0.063
H 3.639 -3.066 -3.700  0.069
H 3.961 -4.237 -2.380  0.067
H 2.504 -5.053 -3.967  0.021
C -4.577 -0.950 4.467  -0.141
O -4.539 0.463 4.298  -0.128
H -4.815 -1.168 5.505  0.090
H -5.345 -1.386 3.823  0.087
H -3.600 -1.384 4.222  0.060
H -4.327 0.635 3.374  0.060
C 7.565 -1.528 -4.069  -0.144
O 7.105 -2.697 -3.398  -0.136
H 6.724 -1.080 -4.594  0.067
H 7.961 -0.810 -3.346  0.078
H 8.341 -1.789 -4.791  0.081
H 7.859 -3.080 -2.940  0.080
C 2.147 -3.260 3.892  -0.112
O 1.631 -2.006 3.431  -0.151
H 2.901 -3.607 3.186  0.076
H 2.606 -3.133 4.873  0.089
H 1.345 -3.998 3.952  0.065
H 0.971 -1.720 4.071  0.083
C -7.809 1.859 3.225  -0.156
O -7.653 0.796 4.162  -0.136
H -8.855 1.909 2.928  0.079
H -7.518 2.802 3.681  0.058
H -7.192 1.670 2.341  0.073
H -6.721 0.775 4.405  0.030
C 3.237 0.370 -5.026  -0.144
O 3.060 1.082 -3.800  -0.134
H 4.299 0.242 -5.202  0.063
H 2.760 -0.614 -4.959  0.063
H 2.804 0.938 -5.850  0.080
H 2.114 1.185 -3.665  0.051
C 4.964 3.457 -6.517  -0.149
O 5.184 2.083 -6.825  -0.140
H 3.968 3.731 -6.858  0.078
H 5.032 3.616 -5.438  0.077
H 5.702 4.080 -7.029  0.078
H 6.068 1.861 -6.518  0.075
C -1.199 -5.626 3.126  -0.161
O -0.631 -5.697 4.429  -0.130
H -1.230 -4.581 2.821  0.061
H -0.588 -6.190 2.416  0.077
H -2.215 -6.027 3.136  0.081
H -0.611 -6.626 4.680  0.082
C -6.276 5.707 3.158  -0.147
O -6.018 4.334 2.855  -0.148
H -7.261 5.966 2.785  0.062
H -6.250 5.861 4.239  0.082
H -5.529 6.342 2.674  0.078
H -5.142 4.127 3.195  0.073
C -7.964 8.835 4.249  -0.151
O -8.562 7.807 3.465  -0.141
H -6.900 8.863 4.026  0.076
H -8.408 9.802 4.003  0.077
H -8.103 8.625 5.312  0.079
H -9.501 7.796 3.675  0.080

Output
**LUMO level**: -0.09731 Ha
**Kohn-Sham gap**: 0.3033 Ha
**Charge**: +1
**HOMO energy**: -10.9 eV

Calculated values (eV/Å) of largest force on an atom for the records, taken in order: 8.9; 1.1; 2.4; 0.6; 2.4.